Computed, not measured: an isolated molecule of C11H16N2OS, with ωB97M-V with the def2-TZVPD basis set.

Last column: natural (NBO) charge in e.
CARTESIAN COORDINATES (ANGSTROEM)
C1 2.35324 3.67102 -0.71080  -0.605
H1 2.64756 4.60852 -0.24585  0.211
C2 0.89913 3.35162 -0.38577  -0.406
C3 0.47778 2.04706 -1.04066  -0.505
H2 1.12302 1.22857 -0.72886  0.228
H3 0.50462 2.13022 -2.12781  0.217
S1 -1.24936 1.60344 -0.59290  0.201
C4 -1.09579 -0.15678 -0.33279  0.110
N1 -1.91873 -0.87647 -1.06691  -0.455
C5 -1.88855 -2.19655 -0.97436  0.243
C6 -0.98540 -2.84258 -0.13625  -0.266
C7 -0.12740 -2.10011 0.66271  0.094
C8 -0.19754 -0.70244 0.58566  -0.237
C9 0.67761 0.14507 1.45828  0.676
O1 1.88589 0.03907 1.50251  -0.618
N2 -0.00829 1.01553 2.23265  -0.813
H4 -0.98706 1.19116 2.08189  0.409
H5 0.51213 1.65112 2.81566  0.402
C10 0.81415 -2.76897 1.61034  -0.654
H6 0.84678 -3.84007 1.42906  0.216
H7 0.49404 -2.59660 2.63799  0.228
H8 1.81264 -2.35106 1.50482  0.256
H9 -0.96251 -3.92131 -0.09902  0.214
C11 -2.85840 -2.95528 -1.82152  -0.645
H10 -3.47264 -2.25700 -2.38148  0.238
H11 -2.32555 -3.60344 -2.51522  0.223
H12 -3.49619 -3.57920 -1.19787  0.222
H13 0.24913 4.15705 -0.73344  0.201
H14 0.77717 3.26748 0.69566  0.201
H15 2.49536 3.75940 -1.78555  0.202
H16 3.00316 2.88149 -0.34017  0.212

Output
Spin multiplicity: 1
Gap between HOMO and LUMO in eV: 9.2385
E_tot in eV: -27530.5505